309
Properties=species:S:1:pos:R:3:forces:R:3 method="wB97M-V/def2-TZVPD" homo_lumo_gap_ev=9.2 homo_energy_ev=-8.7
C 0.50545 -3.22799 3.77498 0.631 -0.692 -1.642
C 1.89206 -3.38328 4.43136 0.161 0.580 0.071
C 1.81908 -3.35929 5.93473 -0.029 0.395 0.489
O 3.13286 -3.25088 6.46466 0.494 -0.340 -0.660
C 3.23721 -3.15306 7.85662 -0.717 0.479 0.729
N 2.50585 -4.61391 3.93668 0.199 -0.488 0.048
H -0.09625 -4.10818 4.00368 -0.331 0.104 0.707
H 0.74527 -3.52135 2.70508 -0.497 1.157 0.734
H -0.10673 -2.28651 3.88451 1.023 -0.949 -0.014
H 2.59645 -2.55122 4.16169 -0.757 -0.507 -0.057
H 1.30952 -4.26442 6.29971 0.081 0.037 0.104
H 1.24040 -2.48389 6.21069 -0.283 0.314 0.375
H 4.26771 -3.36437 8.20476 -0.526 0.197 -0.501
H 2.55722 -3.87600 8.33121 0.164 0.017 0.087
H 2.91543 -2.13477 8.20732 0.360 -0.675 -0.196
H 3.43389 -4.66557 4.36028 -0.265 -0.212 -0.148
H 1.98466 -5.45262 4.25036 0.356 0.759 -0.162
C 5.52176 -0.69955 -5.91871 -0.091 0.637 0.012
C 7.05092 -0.89674 -5.93777 0.401 -0.328 0.111
C 7.60388 -0.66985 -7.32746 1.258 -0.652 -0.267
O 7.47360 0.67780 -7.77525 -0.341 -0.952 0.294
C 8.09985 0.91406 -9.01054 0.126 0.768 -0.245
N 7.94383 -0.14728 -5.03049 -1.205 0.112 0.991
H 5.25019 0.29269 -6.32641 0.129 -0.331 0.305
H 5.07043 -0.80980 -4.91925 0.316 0.066 -0.229
H 5.04095 -1.43835 -6.57866 0.221 0.083 0.177
H 7.24157 -1.97169 -5.72284 -0.122 0.439 -0.166
H 7.20706 -1.45099 -7.99442 -0.398 0.599 -0.360
H 8.68856 -0.89507 -7.27758 -0.267 0.072 0.037
H 9.16184 0.63423 -9.05897 -0.087 -0.144 0.415
H 8.04962 2.00426 -9.13552 -0.014 -0.329 -0.251
H 7.60963 0.41706 -9.85521 -0.204 -0.003 0.138
H 8.12949 0.77196 -5.42052 -0.152 -0.021 0.156
H 7.53005 -0.04765 -4.07594 0.467 -0.010 -1.158
C -6.43939 -0.75582 -5.41697 -1.113 -0.440 1.418
C -5.10929 -1.47120 -5.44902 1.291 0.197 0.109
C -4.81953 -2.38830 -4.22090 -0.859 3.018 -0.884
O -5.87549 -3.25195 -4.03040 -0.013 -1.015 0.425
C -5.42918 -4.25074 -3.13348 -0.362 0.019 0.084
N -4.88068 -2.17117 -6.71531 -0.310 -0.711 0.356
H -7.26731 -1.43630 -5.10256 0.555 0.181 -0.538
H -6.74757 -0.24762 -6.32979 0.410 -0.111 -0.072
H -6.42472 -0.03340 -4.59126 0.109 0.178 -0.233
H -4.30142 -0.72913 -5.39380 -0.226 0.183 0.013
H -4.63558 -1.70244 -3.36089 -0.287 -0.643 -0.053
H -3.91653 -2.91142 -4.43528 0.999 -0.578 -0.149
H -4.44974 -4.64072 -3.47517 -0.371 0.025 0.416
H -6.16761 -5.03691 -3.11723 -0.172 -0.366 -0.098
H -5.39417 -3.83192 -2.11621 0.412 -0.146 -0.092
H -3.88991 -2.43695 -6.71281 -0.486 -0.183 -0.190
H -5.43209 -3.03603 -6.61816 0.441 0.216 -0.525
C -0.92780 -1.18297 -6.26939 0.556 -0.786 0.087
C 0.54628 -1.45988 -6.39742 1.054 -1.113 -1.327
C 1.39179 -0.41437 -5.71356 0.165 -0.430 0.855
O 1.13946 0.87382 -6.20112 0.536 0.157 -0.126
C 1.86171 1.80422 -5.41517 -0.209 1.131 -1.344
N 0.92610 -2.83227 -5.95161 -1.399 0.824 1.577
H -1.48709 -1.87993 -6.89519 -0.193 0.217 0.118
H -1.09209 -0.15512 -6.51348 -0.374 0.548 -0.415
H -1.18487 -1.30933 -5.22848 -0.428 -0.178 0.477
H 0.83849 -1.53108 -7.45854 -0.258 0.790 0.062
H 2.44435 -0.75216 -5.80193 -0.040 0.561 -0.214
H 1.19818 -0.38287 -4.61958 -0.114 -0.420 -0.265
H 2.94094 1.66971 -5.49831 0.135 -0.345 0.237
H 1.50772 1.80832 -4.40771 -0.012 -0.207 0.985
H 1.66999 2.81548 -5.80791 -0.112 -0.349 -0.042
H 1.91904 -2.97166 -6.02403 0.435 0.104 -0.223
H 0.74614 -2.80800 -4.93146 0.233 -0.541 -0.492
C 3.84191 3.88446 -1.72725 -0.681 -0.639 0.229
C 3.00650 4.50955 -2.82135 -0.097 0.433 -0.617
C 1.49623 4.52824 -2.47504 2.046 0.841 -1.446
O 1.03021 3.26159 -2.26984 -0.732 -1.092 0.502
C -0.18944 3.36481 -1.57542 -0.212 0.024 0.470
N 3.38923 5.87953 -3.11744 -1.502 -0.136 -0.699
H 3.92494 4.52219 -0.83394 -0.340 -0.165 -0.181
H 4.84749 3.70897 -2.06446 0.534 -0.152 -0.239
H 3.37359 2.91605 -1.48681 0.408 0.211 0.340
H 3.16094 3.99770 -3.79623 -0.267 -0.310 0.690
H 0.98361 5.04817 -3.29799 -0.165 -0.029 0.151
H 1.36966 5.07541 -1.56285 0.001 0.868 0.696
H -0.93567 3.84892 -2.18789 -0.358 0.275 -0.372
H -0.10173 3.99485 -0.65344 0.166 -0.606 -0.453
H -0.54760 2.37234 -1.34220 -0.006 -0.300 0.226
H 4.35385 6.01853 -3.18799 1.676 -0.016 -0.185
H 3.05682 6.50001 -2.42514 -0.401 0.795 0.905
C -4.24046 1.21090 3.91637 0.792 -0.332 0.184
C -5.29024 1.12726 4.96626 -1.907 -0.798 0.172
C -6.55431 0.39584 4.44854 0.752 0.444 0.033
O -7.14294 1.16016 3.42733 -0.575 -0.452 -0.575
C -8.24627 0.44645 2.88427 0.315 -0.739 0.886
N -4.84643 0.41128 6.16816 0.485 -0.361 -0.789
H -4.56696 1.78416 3.06702 -0.310 0.128 -0.442
H -3.96758 0.20305 3.58780 0.186 0.124 -0.019
H -3.36931 1.71636 4.32619 0.295 -0.071 0.019
H -5.61896 2.13329 5.17065 -0.065 0.498 0.578
H -7.24553 0.22115 5.27167 -0.323 0.276 0.284
H -6.31557 -0.61834 4.10308 0.297 -0.016 -0.267
H -7.95062 -0.57361 2.56033 0.092 0.546 -0.299
H -8.71319 1.01281 2.10320 -0.016 0.275 -0.487
H -8.98405 0.25000 3.66824 -0.188 0.231 0.099
H -4.63749 -0.52572 5.78032 0.008 0.348 0.892
H -5.64284 0.26391 6.78688 0.146 0.036 -0.105
C 9.37180 -0.61916 -0.96302 0.538 -0.353 0.800
C 8.32592 -1.70411 -1.20223 0.920 -0.194 -0.401
C 6.96750 -1.11944 -1.16640 -1.116 -0.996 0.624
O 6.85258 -0.21612 -2.21973 0.202 0.209 0.202
C 5.73100 0.58963 -2.10132 -1.576 -0.508 -0.514
N 8.61271 -2.35417 -2.48065 -0.486 -0.751 -0.201
H 9.35577 0.13505 -1.75312 -0.379 0.112 0.247
H 10.41069 -1.00715 -0.99059 -0.655 -0.061 0.276
H 9.14276 -0.20287 0.04533 0.487 0.177 -0.810
H 8.30861 -2.44280 -0.39111 0.499 -0.089 -0.087
H 6.72249 -0.73234 -0.15362 0.219 0.575 -0.505
H 6.25926 -1.97557 -1.26022 -0.089 0.392 -0.345
H 4.80187 -0.01332 -2.22505 0.260 0.151 -0.186
H 5.74538 1.33894 -2.89316 0.076 0.136 0.251
H 5.63102 0.98011 -1.10470 0.176 0.783 0.487
H 7.81359 -2.91311 -2.81688 0.448 0.157 0.506
H 8.69549 -1.64499 -3.19351 0.290 0.312 -0.214
C -6.00497 -5.15744 7.86200 -0.799 0.517 0.258
C -5.82956 -3.75161 7.26172 0.031 1.300 1.450
C -5.45209 -3.81148 5.83694 -0.350 0.428 -0.237
O -4.77226 -2.65082 5.42908 -0.282 -0.630 0.180
C -4.42264 -2.78853 4.08115 1.619 0.829 -0.034
N -7.03096 -2.84284 7.36608 0.501 -1.211 -0.578
H -5.14295 -5.61959 8.33750 0.350 0.206 -0.339
H -6.39130 -5.81179 7.08427 -0.052 -0.309 -0.003
H -6.76409 -5.10078 8.64848 0.008 -0.079 -0.086
H -5.01165 -3.18411 7.72603 -0.125 -0.331 0.347
H -6.36287 -3.94404 5.27911 -0.704 0.026 -0.717
H -4.86919 -4.67427 5.62031 0.908 -0.893 -0.074
H -3.86091 -3.71628 3.87677 -0.323 0.053 0.106
H -3.70662 -1.96473 3.92415 -0.316 -0.226 -0.461
H -5.26147 -2.70208 3.41073 -0.393 -0.029 -0.327
H -7.32495 -2.73297 8.32396 0.098 -0.004 0.342
H -7.78419 -3.36244 6.91198 -0.092 0.323 0.068
C 3.81458 3.43424 3.56884 1.143 0.763 -0.621
C 4.12769 3.21348 2.08758 0.192 0.327 -0.105
C 5.57346 3.53901 1.75457 -0.359 -0.589 0.741
O 5.84337 4.83236 2.23798 1.369 0.062 -1.143
C 7.18741 5.12167 1.83778 0.361 -0.787 0.562
N 3.90789 1.86749 1.63440 -0.102 -1.439 0.086
H 2.78376 3.22743 3.81038 -0.171 -0.199 0.114
H 4.06781 4.47399 3.81777 -0.271 -0.183 0.113
H 4.53489 2.81149 4.10484 -0.358 -0.177 0.363
H 3.56935 3.91196 1.44749 -0.311 -0.176 0.217
H 5.73704 3.41176 0.68498 -0.153 0.461 -0.401
H 6.28540 2.79611 2.17729 -0.314 0.190 0.385
H 7.86780 4.38664 2.35249 -0.350 0.779 -0.215
H 7.43951 6.14412 2.11414 -0.047 -0.097 -0.020
H 7.36307 4.93924 0.75967 -0.354 0.350 0.279
H 2.96934 1.53312 1.85464 -0.119 0.225 -0.078
H 4.49693 1.21771 2.17990 -0.078 0.377 -0.349
C -3.12240 -6.67735 -6.52384 -1.182 -1.284 0.364
C -1.75162 -6.28717 -6.12543 1.096 -0.140 -0.211
C -0.70692 -7.14599 -6.82298 0.132 0.702 0.860
O -0.85085 -8.43045 -6.28938 0.819 -0.200 -0.748
C -0.06632 -9.30896 -7.06863 -0.118 -0.292 0.456
N -1.53411 -4.91375 -6.38759 -0.465 1.549 0.330
H -3.32318 -6.69484 -7.58786 0.217 0.480 -0.440
H -3.85482 -6.04851 -6.02311 -0.127 0.063 -0.040
H -3.29563 -7.71965 -6.22990 -0.085 0.185 0.161
H -1.64459 -6.46335 -5.04991 0.041 0.036 0.052
H 0.33979 -6.72297 -6.72380 -0.860 -0.459 0.267
H -0.91434 -7.15238 -7.88429 -0.151 -0.018 -0.647
H 1.01050 -9.14784 -6.89010 -0.243 -0.110 -0.057
H -0.27517 -9.18520 -8.13860 0.012 -0.048 0.077
H -0.37870 -10.29138 -6.74543 0.309 -0.473 -0.128
H -0.62471 -4.57878 -6.13777 0.547 0.300 -0.032
H -1.76110 -4.60645 -7.31887 -0.009 -0.161 -0.234
C 0.96467 4.82071 6.24453 -0.012 0.245 -0.034
C -0.10845 5.37516 5.26817 0.791 -0.294 0.620
C -0.65373 4.28523 4.33013 -0.845 0.143 -0.397
O 0.32958 3.60180 3.56736 0.217 -0.272 0.198
C 0.59983 4.09942 2.26193 1.090 -1.034 0.496
N -1.16319 6.09192 6.03419 0.416 -0.812 -0.557
H 0.58549 4.05831 6.92338 -0.391 -0.199 -0.133
H 1.46156 5.53476 6.90550 -0.532 0.558 -0.214
H 1.79952 4.38727 5.72025 0.143 -0.423 -0.537
H 0.38950 6.04859 4.53834 -0.192 0.229 0.734
H -1.36182 4.80012 3.65006 0.216 -0.197 0.100
H -1.25296 3.50457 4.82121 0.262 0.231 0.328
H 1.26427 4.96919 2.33924 -0.576 0.317 -0.344
H -0.35919 4.21328 1.76681 0.059 0.541 -0.495
H 1.22678 3.32077 1.73643 -0.836 0.605 0.458
H -1.56932 5.45525 6.71874 0.400 -0.038 0.143
H -1.94558 6.25406 5.41594 -0.234 0.428 -0.318
C -1.36387 0.86003 1.31833 -0.709 0.824 0.095
C -0.05313 0.14682 1.51720 0.927 0.168 0.035
C 0.77932 0.31798 0.26021 -1.275 0.138 0.892
O -0.04912 -0.04548 -0.83324 1.306 0.593 0.321
C 0.73953 0.00562 -2.00703 -0.358 0.360 -0.414
N 0.76741 0.63264 2.64931 -0.569 0.947 -1.019
H -2.04292 0.69943 2.13435 -0.405 -0.358 0.579
H -1.91249 0.64548 0.38756 0.464 -0.206 0.324
H -1.21249 1.94480 1.33855 0.249 0.114 -0.177
H -0.21053 -0.90314 1.68822 -0.260 -0.687 -0.080
H 1.70705 -0.22027 0.35645 0.408 -0.728 -0.330
H 1.07242 1.36595 0.24058 0.002 0.481 -0.465
H -0.01159 0.02268 -2.80129 0.451 -0.032 -0.332
H 1.31521 -0.90871 -2.04029 0.247 0.062 -0.451
H 1.41470 0.90372 -2.07929 -0.747 -0.670 0.209
H 0.78183 -0.00881 3.41389 -0.171 -0.255 0.570
H 0.40890 1.53874 2.97440 0.236 -0.506 0.073
C -4.77039 -0.76892 0.70202 -0.493 -0.916 0.175
C -4.00847 -1.94300 0.14023 0.679 -0.012 -0.113
O -4.23988 -3.08422 0.96968 0.298 0.649 -0.270
C -3.28963 -4.09883 0.75627 0.688 -0.061 -0.366
C -1.88375 -3.78602 1.31868 -0.365 -0.530 -1.023
H -5.78739 -1.09324 0.93420 -0.160 0.034 -0.283
H -4.40048 -0.39156 1.65009 0.461 0.180 -0.201
H -4.79908 -0.04521 -0.08665 -0.104 0.917 -0.083
H -4.34021 -2.14741 -0.90583 0.090 -0.048 0.569
H -2.91217 -1.69361 0.06460 -0.853 -0.272 0.176
H -3.73860 -5.00307 1.17857 0.306 0.040 0.025
H -3.14449 -4.25434 -0.33461 -0.296 -0.134 0.368
H -1.43264 -2.95784 0.79060 -0.042 0.466 -0.189
H -1.21743 -4.62054 1.06061 -0.167 -0.049 0.488
H -1.86192 -3.53516 2.36085 -0.089 -0.197 0.624
C -3.95755 1.97756 -6.98620 -0.614 0.558 0.823
C -2.96436 2.26064 -5.89099 0.198 -1.526 0.801
O -3.47234 1.60875 -4.72336 -0.379 -0.881 0.277
C -2.60412 1.48015 -3.61178 -0.425 0.026 0.217
C -3.05382 0.33378 -2.62909 0.735 0.493 -1.438
H -3.63806 2.35385 -7.93132 0.280 0.410 -0.705
H -4.10823 0.91485 -7.08016 -0.090 -0.421 -0.002
H -4.91471 2.45440 -6.70794 0.303 -0.293 -0.269
H -1.96742 1.85445 -6.11135 -0.026 0.064 -0.114
H -2.85981 3.28002 -5.62433 0.151 1.430 -0.199
H -1.58428 1.28465 -3.98205 -0.060 -0.177 0.191
H -2.56067 2.45470 -3.09597 -0.032 -0.223 0.138
H -2.85356 -0.63059 -3.12019 -0.298 0.292 0.058
H -4.09682 0.35694 -2.28665 0.290 0.311 -0.258
H -2.36812 0.36035 -1.79324 0.069 0.094 0.487
C 3.31268 -2.77316 -3.31307 1.346 -0.705 0.357
C 2.29480 -3.09109 -2.24654 -0.887 0.454 -0.098
O 1.00604 -3.02304 -2.83057 -0.031 -0.143 -0.825
C -0.04295 -3.59406 -2.06259 1.282 1.150 0.635
C -1.31174 -3.29229 -2.74902 -1.473 -0.359 -0.020
H 4.33376 -2.82562 -2.91195 -0.157 0.248 0.420
H 3.40449 -3.53594 -4.09993 -0.750 0.300 -0.003
H 3.21195 -1.77589 -3.71305 -0.320 0.212 -0.287
H 2.38597 -4.07784 -1.83747 0.568 -0.730 0.316
H 2.29920 -2.37456 -1.40116 0.444 -0.234 -0.176
H 0.10191 -4.65903 -1.95467 0.128 -0.563 0.052
H 0.04205 -3.13141 -1.06089 -0.411 -0.200 -0.092
H -2.14313 -3.68151 -2.16491 -0.168 0.162 0.341
H -1.42732 -3.83369 -3.67158 0.342 -0.182 -0.715
H -1.51053 -2.24697 -2.95261 0.280 0.260 0.183
C 4.09463 -1.62380 1.41387 -1.265 -0.573 -0.052
C 5.29855 -1.93256 2.24078 0.745 0.828 0.435
O 5.76786 -0.74579 2.90198 0.082 -0.324 0.326
C 7.00903 -0.84565 3.68108 -1.672 -0.643 -0.953
C 8.11001 -0.43272 2.77238 1.103 0.705 0.269
H 3.84070 -2.54972 0.89417 0.064 -0.070 -0.283
H 3.19614 -1.45983 2.02694 0.310 0.400 0.041
H 4.17366 -0.82980 0.66955 0.338 0.085 0.210
H 5.06215 -2.69640 2.96952 -0.205 -0.259 0.436
H 6.06135 -2.37063 1.60448 0.533 0.069 -0.234
H 6.86791 -0.15581 4.50397 0.077 0.020 0.250
H 7.12620 -1.87197 4.05128 -0.050 0.161 0.101
H 7.84826 0.57256 2.41078 0.227 -0.334 -0.239
H 8.22740 -1.13926 1.94521 0.039 0.212 0.072
H 9.07178 -0.33405 3.32357 -0.465 -0.210 -0.401
C 3.03671 0.35262 5.34844 0.152 1.160 -0.311
C 1.75927 1.16436 5.54756 0.141 -0.968 1.336
O 0.69281 0.22027 5.54022 -0.160 0.286 0.184
C -0.58377 0.77868 5.85565 0.823 -0.678 -0.782
C -1.45105 -0.38884 6.14063 -1.178 -0.784 -0.425
H 3.16420 0.20369 4.28966 0.331 -0.214 -0.515
H 3.92249 0.88869 5.73351 -0.379 -0.204 -0.193
H 2.97562 -0.61333 5.81657 -0.125 -0.353 0.403
H 1.78488 1.60007 6.56764 -0.081 0.305 -0.512
H 1.56930 1.90684 4.78064 0.245 0.320 0.064
H -0.55358 1.44664 6.69275 0.422 0.434 0.800
H -0.94282 1.36750 5.01763 -0.170 0.136 -0.392
H -0.94381 -1.08326 6.81316 0.030 0.047 -0.036
H -1.70546 -0.94207 5.19248 0.128 0.468 0.911
H -2.36663 -0.04434 6.63179 -0.076 -0.247 -0.276
C -4.80686 5.07760 4.22115 0.665 -1.126 1.153
C -3.93068 5.83216 3.24696 -1.999 -0.786 -1.278
O -3.32299 6.84175 3.94276 1.326 1.464 0.037
C -2.62028 7.75495 3.09198 -0.525 1.010 -0.079
C -1.71838 8.66253 3.91957 0.057 0.137 0.743
H -4.17751 4.74217 5.08313 -0.243 0.306 -0.519
H -5.65451 5.58916 4.68891 0.193 0.310 -0.555
H -5.14734 4.14032 3.79060 -0.300 -0.017 -0.282
H -3.23509 5.13000 2.74979 0.160 0.192 0.312
H -4.55798 6.21620 2.38788 0.427 -0.036 0.725
H -2.02628 7.21883 2.36711 0.290 -0.506 -0.323
H -3.36283 8.35151 2.49210 0.466 -0.427 0.572
H -2.26226 9.08402 4.76774 -0.342 0.257 -0.283
H -1.22715 9.48880 3.37338 -0.463 -0.526 -0.036
H -0.94483 8.11026 4.45318 0.189 -0.270 -0.386
C -7.90176 3.48046 -0.14744 -1.340 -0.821 1.104
C -6.59778 2.76078 0.02800 0.305 0.066 -1.593
O -5.62589 3.79596 -0.00478 0.076 0.386 0.333
C -4.30977 3.38805 0.16703 1.238 -1.157 -0.516
C -3.27923 4.43641 -0.28425 -0.744 0.127 0.380
H -8.77645 2.77069 -0.05228 0.874 0.734 0.004
H -7.96445 4.24989 0.63951 -0.227 -0.239 -0.340
H -7.97257 3.93942 -1.11494 0.086 0.318 -0.432
H -6.56728 2.12147 0.90424 0.210 0.138 0.521
H -6.41293 2.11781 -0.85911 -0.048 -0.019 0.374
H -4.10644 3.07169 1.21539 -0.129 0.322 -0.296
H -4.09168 2.48212 -0.44662 -0.312 0.152 0.242
H -3.31460 4.66684 -1.36789 0.119 -0.544 0.508
H -2.29020 4.06526 0.05404 -0.433 0.456 -0.380
H -3.54194 5.38001 0.20298 0.382 0.015 0.166